No. 1
A structure of composition C30H49IrN6O3PS at a distorted geometry, computed with ωB97M-V/def2-TZVPD.

Structure (XYZ):
```
91
Properties=species:S:1:pos:R:3:mulliken_charge:R:1
Ir -1.31530 -1.14034 0.71544 1.12
C -3.36030 2.26676 2.42524 -1.99
C -2.85940 1.15916 1.55744 1.24
N -1.95780 0.26066 2.03234 1.38
N -1.52630 0.29466 3.27704 -1.77
C -0.67540 -0.59924 3.68414 0.72
N -0.30210 -0.64144 4.97484 -0.40
S 0.05330 -1.79434 2.61234 -0.62
C -3.28290 0.96726 0.23434 0.48
C -4.30550 1.73616 -0.38486 -1.06
C -4.64740 1.50366 -1.68666 -0.61
C -3.96490 0.50926 -2.40976 -0.86
C -3.00240 -0.23104 -1.76146 -0.14
N -2.65830 -0.03084 -0.49436 -0.17
H -2.80680 2.27696 3.36014 0.36
H -4.41990 2.12956 2.64374 0.47
H -3.24650 3.22946 1.92954 0.41
H -0.67090 0.02776 5.62784 0.24
H 0.38230 -1.31354 5.27404 0.23
H -4.81080 2.49556 0.18874 0.52
H -5.43140 2.07106 -2.16306 0.46
H -4.19870 0.31366 -3.44126 0.54
H -2.46830 -1.01674 -2.27856 0.40
C -3.45360 -4.85424 2.09864 -1.45
C -2.81780 -3.72544 1.36624 0.59
N -2.92020 -2.51324 1.80644 0.39
O -3.56570 -2.36674 3.02194 -0.53
C -2.06730 -3.87924 0.14284 0.56
C -2.02340 -5.14434 -0.65546 -1.89
N -1.38300 -2.84374 -0.26106 0.41
O -0.71780 -2.73614 -1.30916 -0.70
H -2.90030 -5.03864 3.01944 0.30
H -3.49000 -5.76454 1.51524 0.38
H -4.46090 -4.56174 2.39194 0.37
H -3.70840 -1.41884 3.15424 0.38
H -2.93140 -5.72454 -0.53246 0.52
H -1.17670 -5.75474 -0.33656 0.28
H -1.87820 -4.90604 -1.70986 0.37
O 0.71220 -0.28034 -0.22866 0.12
P 1.83730 0.65996 -0.51366 -0.33
C 1.74110 2.06646 0.71084 0.34
C 2.66490 3.25456 0.45154 -1.43
C 2.03170 4.35706 -0.39066 -0.56
C 0.70820 4.80026 0.21764 -1.12
C -0.25730 3.62226 0.24414 -0.40
C 0.30640 2.46276 1.05374 0.53
C 1.78810 1.25106 -2.29186 0.53
C 2.42670 0.27126 -3.28066 -1.65
C 1.45210 -0.86574 -3.55726 0.10
C 0.28420 -0.35074 -4.40276 -0.90
C 0.01570 1.12976 -4.11616 -1.28
C 0.31610 1.49176 -2.66366 0.01
C 3.53950 -0.08874 -0.27196 0.30
C 3.55510 -1.57144 -0.66316 -1.13
C 2.92660 -2.46874 0.39794 0.38
C 3.61050 -2.27714 1.74434 -1.28
C 3.51150 -0.81474 2.15644 0.66
C 4.18110 0.06676 1.10794 -1.80
H 2.11550 1.53476 1.59534 0.50
H 3.58960 2.91666 -0.02176 0.40
H 2.93120 3.69006 1.41804 0.58
H 1.85780 4.01426 -1.41186 0.07
H 2.71990 5.20236 -0.43756 0.43
H 0.28150 5.61486 -0.36956 0.46
H 0.87370 5.16706 1.23324 0.37
H -0.46000 3.29516 -0.77456 -0.13
H -1.20840 3.92756 0.68384 0.43
H -0.33000 1.58446 0.91574 -1.46
H 0.26730 2.72846 2.11234 0.86
H 2.35560 2.18546 -2.32036 0.46
H 3.37860 -0.10624 -2.91196 0.64
H 2.63630 0.79396 -4.21706 0.53
H 1.07340 -1.24434 -2.60656 -0.26
H 1.94640 -1.69204 -4.06946 0.58
H -0.59950 -0.95434 -4.19366 0.26
H 0.50440 -0.46574 -5.46546 0.36
H -1.02750 1.36736 -4.33196 0.46
H 0.63450 1.75156 -4.76696 0.44
H -0.31960 0.88326 -2.01426 -0.29
H 0.05890 2.54156 -2.50866 0.11
H 4.15730 0.47326 -0.98566 0.87
H 4.60030 -1.86764 -0.80256 0.57
H 3.03700 -1.73314 -1.60676 0.06
H 3.01290 -3.50714 0.07274 0.55
H 1.86330 -2.23534 0.48844 -0.54
H 4.66330 -2.55794 1.65884 0.42
H 3.14660 -2.91804 2.49494 0.44
H 3.98180 -0.65774 3.12954 0.47
H 2.45340 -0.54904 2.24034 -0.64
H 5.22400 -0.25084 1.01004 0.60
H 4.19960 1.10946 1.42914 0.37
```

The LUMO energy comes out at -3.88 eV. The charge is +1. The value obtained for the HOMO energy is -10.44 eV.

---

No. 2
An isolated molecule of C4H8N2O at a distorted geometry, computed with ωB97M-V/def2-TZVPD.

Structure (XYZ):
```
15
Properties=species:S:1:pos:R:3:nbo_charge:R:1
C -1.11554 2.36693 0.69167 -0.06
N -0.47632 1.39228 0.10857 -0.33
N -1.11970 0.76427 -0.95230 -0.29
C -0.91503 -0.52660 -1.01196 0.13
C -0.09224 -1.36815 -0.02433 -0.52
C 1.46062 -1.15235 -0.14945 -0.05
O 1.91338 -0.19825 0.82751 -0.75
H -2.11418 2.74098 0.37349 0.18
H -0.60310 2.85894 1.55830 0.19
H -1.37257 -0.95496 -1.87737 0.19
H -0.28379 -2.45308 -0.18428 0.22
H -0.41869 -1.15997 0.99046 0.24
H 1.93784 -2.11661 0.15379 0.19
H 1.78853 -0.85675 -1.18835 0.17
H 1.41077 0.66332 0.68426 0.49
```

The LUMO energy comes out at 0.33 eV. Its SMILES is C=N/N=C\CCO. The value obtained for the HOMO energy is -9.54 eV.

---

No. 3
A structure of composition C24H36CrO14 at a distorted geometry, computed with ωB97M-V/def2-TZVPD.

Structure (XYZ):
```
75
Properties=species:S:1:pos:R:3:lowdin_spin:R:1
Cr -1.40379 -1.51004 -0.73050 3.09
C -0.65718 2.44716 -0.67403 0.00
C -0.96456 1.00445 -0.57511 0.01
O -1.89101 0.42414 -1.25832 -0.10
O -0.33696 0.16028 0.10676 -0.03
H -0.30876 2.76055 -1.65623 0.00
H 0.18070 2.68848 -0.01818 0.00
H -1.47602 3.08553 -0.34400 0.00
C -4.51977 -2.30665 1.71346 0.00
C -3.40028 -1.99331 0.79233 0.01
O -3.53078 -1.95342 -0.45974 0.00
O -2.20579 -1.74260 1.17440 -0.06
H -4.30331 -3.10937 2.41425 0.00
H -5.39587 -2.58075 1.13086 0.00
H -4.75602 -1.40795 2.28613 0.00
O 0.43464 -1.57772 -1.86987 0.02
C 1.35549 -1.23044 -2.56158 0.01
O 1.20785 -0.40691 -3.58944 0.00
C 2.47134 -0.00222 -4.13504 0.00
C 3.45632 -1.09910 -3.65284 0.00
C 2.79399 -1.65348 -2.39785 0.00
H 2.73203 1.01125 -3.84538 0.00
H 2.41392 -0.11608 -5.21350 0.00
H 4.47681 -0.78037 -3.45320 0.00
H 3.49403 -1.83011 -4.45920 0.00
H 3.15084 -1.21447 -1.46575 0.00
H 2.81588 -2.73988 -2.33775 0.00
O 0.31492 -2.44915 0.60610 0.01
C 1.20008 -2.79330 1.34215 0.00
O 2.19993 -3.56473 0.94606 0.00
C 3.18816 -3.72300 2.00366 0.00
C 2.40237 -3.41682 3.28387 0.00
C 1.35866 -2.43624 2.79832 0.00
H 3.96541 -2.99618 1.76959 0.00
H 3.60031 -4.72582 2.01052 0.00
H 3.00762 -2.90160 4.03541 0.00
H 2.11689 -4.34285 3.77878 0.00
H 1.71105 -1.40309 2.84887 0.00
H 0.37719 -2.44522 3.26998 0.00
O -3.41272 5.50603 3.18975 0.00
C -2.92267 4.42676 3.24636 0.00
O -2.03530 3.99891 2.31202 0.00
C -1.58561 2.69045 2.59901 0.00
C -1.87703 2.46828 4.09153 0.00
C -3.10785 3.36291 4.29865 0.00
H -0.56794 2.41254 2.31921 0.00
H -2.16019 1.93867 2.04072 0.00
H -1.06580 2.73416 4.76777 0.00
H -2.06655 1.40710 4.26321 0.00
H -2.97241 3.81055 5.28240 0.00
H -4.05897 2.84296 4.23807 0.00
O -2.05509 -1.51362 -2.91350 0.03
C -2.39267 -1.93459 -3.98906 0.00
O -3.49651 -1.46841 -4.56417 0.00
C -3.63882 -1.90723 -5.90422 0.00
C -2.31044 -2.55581 -6.30450 0.00
C -1.66739 -2.86847 -4.92699 0.00
H -3.92514 -1.11718 -6.59245 0.00
H -4.43163 -2.65905 -5.95229 0.00
H -1.70744 -1.87108 -6.90268 0.00
H -2.37171 -3.46806 -6.89172 0.00
H -0.59439 -2.68967 -4.90369 0.00
H -1.81233 -3.93344 -4.75170 0.00
O 2.63248 1.63600 0.69668 0.00
C 2.64688 2.59557 1.42099 0.00
O 2.38576 3.83291 1.00588 0.00
C 2.92341 4.83693 1.91349 0.00
C 3.55207 4.07292 3.08283 0.00
C 3.16730 2.60028 2.85654 0.00
H 2.04562 5.40417 2.21642 0.00
H 3.62909 5.45071 1.36238 0.00
H 3.09798 4.44699 3.99793 0.00
H 4.63228 4.18534 3.13280 0.00
H 2.34215 2.34850 3.53295 0.00
H 3.90528 1.84799 3.11541 0.00
```

The LUMO energy (alpha / beta) comes out at -3.78 / -2.34 eV. Its spin multiplicity is 4. The charge is +1. The value obtained for the HOMO energy (alpha / beta) is -11.99 / -11.99 eV.